1.
{
  "formula": "C38H55BN2O4P",
  "method": "wB97M-V/def2-TZVPD",
  "species": ["C", "C", "O", "P", "O", "C", "C", "C", "C", "C", "C", "N", "C", "N", "C", "B", "C", "O", "C", "O", "C", "C", "H", "H", "H", "H", "H", "H", "H", "H", "H", "H", "H", "H", "H", "H", "H", "H", "H", "H", "H", "H", "H", "H", "H", "H", "H", "H", "H", "H", "H", "H", "H", "C", "C", "C", "C", "C", "C", "H", "H", "H", "H", "H", "H", "C", "C", "C", "C", "C", "C", "H", "H", "H", "H", "H", "H", "C", "C", "C", "C", "C", "C", "H", "H", "H", "H", "H", "H", "C", "C", "C", "C", "C", "C", "H", "H", "H", "H", "H", "H"],
  "positions_angstrom": [[6.293, -2.800, 3.048], [5.019, -2.610, 2.146], [5.516, -2.210, 0.851], [4.334, -1.550, -0.119], [3.100, -1.068, 0.619], [3.849, -2.900, -1.332], [2.282, -2.979, -1.454], [1.616, -3.577, -0.172], [0.164, -3.087, 0.087], [-0.376, -3.563, 1.480], [0.085, -2.663, 2.664], [-0.882, -1.578, 2.974], [-0.757, -3.722, -1.034], [-2.023, -2.982, -0.848], [-1.766, -1.799, -0.366], [-2.742, -0.592, 0.078], [-2.674, 0.903, -0.469], [-3.714, -0.914, 1.081], [-0.220, -1.584, -0.167], [4.997, -0.238, -0.919], [5.890, 0.522, -0.084], [5.190, 1.320, 1.061], [6.938, -3.594, 2.605], [6.037, -3.018, 4.102], [6.904, -1.867, 3.012], [4.489, -3.585, 2.003], [4.372, -1.860, 2.640], [4.300, -2.687, -2.327], [4.247, -3.861, -0.940], [1.942, -1.959, -1.721], [2.046, -3.669, -2.299], [2.284, -3.431, 0.708], [1.570, -4.687, -0.319], [0.049, -4.585, 1.640], [-1.480, -3.682, 1.530], [0.123, -3.324, 3.571], [1.112, -2.251, 2.554], [-1.827, -1.955, 3.061], [-0.665, -1.256, 3.917], [-0.341, -3.830, -2.055], [-0.917, -4.764, -0.658], [-2.953, -3.344, -1.037], [-3.549, 1.444, -0.035], [-1.767, 1.419, -0.070], [-2.748, 0.962, -1.577], [-3.226, -0.780, 1.910], [0.083, -0.816, 0.569], [0.106, -1.275, -1.188], [6.362, 1.279, -0.754], [6.728, -0.065, 0.348], [4.596, 0.697, 1.760], [4.513, 2.089, 0.620], [5.950, 1.859, 1.677], [-0.036, -0.489, -5.753], [0.557, 0.371, -6.670], [1.723, 1.050, -6.333], [2.300, 0.863, -5.083], [1.708, 0.001, -4.169], [0.539, -0.671, -4.502], [-0.946, -1.016, -6.014], [0.110, 0.512, -7.646], [2.181, 1.725, -7.046], [3.211, 1.388, -4.822], [2.157, -0.146, -3.193], [0.074, -1.341, -3.785], [-1.480, 5.678, 0.483], [-1.732, 4.496, 1.169], [-2.906, 4.351, 1.898], [-3.834, 5.385, 1.934], [-3.583, 6.566, 1.245], [-2.405, 6.714, 0.522], [-0.563, 5.791, -0.083], [-1.011, 3.687, 1.136], [-3.099, 3.431, 2.439], [-4.751, 5.271, 2.499], [-4.307, 7.371, 1.271], [-2.209, 7.636, -0.010], [-5.333, 1.566, -6.392], [-6.123, 0.745, -5.596], [-5.555, 0.048, -4.537], [-4.197, 0.179, -4.269], [-3.407, 1.002, -5.063], [-3.974, 1.692, -6.128], [-5.775, 2.106, -7.220], [-7.182, 0.649, -5.801], [-6.171, -0.596, -3.921], [-3.754, -0.362, -3.440], [-2.349, 1.105, -4.852], [-3.358, 2.329, -6.750], [-2.154, 1.889, 6.096], [-1.194, 1.081, 5.499], [-0.119, 0.611, 6.244], [-0.009, 0.941, 7.590], [-0.972, 1.745, 8.187], [-2.042, 2.223, 7.440], [-2.990, 2.258, 5.514], [-1.282, 0.819, 4.450], [0.635, -0.014, 5.777], [0.826, 0.571, 8.172], [-0.888, 2.001, 9.236], [-2.789, 2.855, 7.905]],
  "forces_ev_per_angstrom": [[0.000, 0.141, -0.958], [1.196, -0.849, 1.509], [-1.825, 1.423, -1.296], [-1.211, 1.260, 0.495], [1.694, -1.070, -0.759], [-0.038, 0.428, 0.047], [0.653, -0.274, -0.045], [0.269, 0.095, -0.116], [-0.491, 0.124, -1.061], [1.121, -0.082, 0.156], [-0.421, -0.988, 1.038], [0.095, 0.076, -0.202], [0.249, -2.502, 2.012], [1.381, 1.650, -0.119], [0.679, 0.800, 0.133], [-1.660, 0.473, 0.657], [-0.378, -0.503, 0.334], [2.008, 0.164, -1.049], [-1.070, -0.967, -0.483], [-0.044, -2.700, 1.339], [0.918, 1.879, 0.733], [-0.123, 0.230, -0.155], [-0.525, 0.408, 0.534], [0.067, -0.010, -0.655], [-0.595, -0.564, 0.110], [0.203, 0.754, 0.344], [0.144, -0.340, -0.760], [-0.194, -0.214, 0.693], [-0.057, 0.641, -0.290], [-0.065, -0.660, 0.274], [0.229, 0.683, 0.383], [-0.711, 0.208, -0.495], [-0.079, 0.740, 0.199], [-0.345, 0.711, -0.089], [0.599, 0.196, -0.165], [0.212, 0.278, -0.767], [-0.720, -0.100, -0.319], [0.334, -0.312, 0.045], [-0.056, 0.231, -0.302], [-0.490, 0.794, 0.422], [-0.139, 0.572, -0.656], [0.158, 0.138, -0.074], [0.608, -0.384, -0.367], [-0.416, -0.345, -0.601], [0.408, 0.146, 0.654], [-0.480, -0.085, 0.294], [-0.369, -0.562, -0.322], [0.001, -0.013, 0.608], [-0.414, -0.695, 0.302], [-0.707, -0.112, -0.466], [0.344, 0.201, -0.549], [0.403, -0.611, 0.359], [-0.390, -0.434, -0.625], [-0.033, -0.036, -0.002], [0.036, 0.023, 0.051], [-0.043, -0.064, 0.067], [-0.037, -0.003, -0.040], [-0.039, -0.037, 0.055], [0.072, 0.083, -0.041], [0.023, 0.029, -0.015], [0.010, -0.008, 0.037], [-0.008, -0.030, 0.017], [-0.031, -0.020, 0.000], [0.034, 0.061, -0.022], [0.002, -0.027, -0.023], [-0.038, -0.006, 0.006], [-0.053, 0.004, 0.001], [0.008, 0.039, -0.066], [0.035, -0.017, -0.020], [0.037, -0.030, 0.000], [-0.017, -0.067, 0.028], [-0.025, 0.001, 0.022], [0.016, 0.045, 0.031], [0.001, 0.025, 0.002], [0.028, 0.013, -0.013], [0.029, -0.025, 0.006], [-0.008, -0.027, 0.013], [0.045, -0.039, 0.053], [0.040, 0.001, -0.004], [0.044, 0.001, 0.022], [-0.073, 0.070, -0.117], [0.038, -0.025, 0.059], [-0.060, -0.030, 0.026], [0.011, -0.018, 0.029], [0.038, -0.004, 0.005], [-0.004, 0.033, -0.021], [-0.001, -0.010, -0.020], [-0.023, 0.008, -0.030], [-0.013, -0.009, 0.030], [0.019, -0.025, 0.030], [-0.002, -0.009, 0.054], [-0.090, -0.001, 0.000], [-0.021, -0.005, -0.025], [0.000, -0.009, -0.059], [0.036, -0.044, -0.034], [0.025, 0.005, 0.022], [0.020, 0.089, -0.004], [0.017, 0.032, 0.026], [-0.025, 0.020, -0.015], [0.002, -0.003, -0.040], [0.021, -0.021, -0.013]],
  "mulliken_charge": [-1.2565, 0.0418, -0.3762, 0.5903, -0.3886, -1.1064, 0.1034, -0.8633, 1.5840, -1.1714, -0.9618, -0.3344, -1.3976, 0.1860, -0.0921, 0.4151, -0.6737, -0.6334, -0.7566, -0.3599, -0.2980, -0.8726, 0.3160, 0.3689, 0.2972, 0.2353, 0.2492, 0.4776, 0.3712, -0.4454, 0.5270, 0.0389, 0.5686, 0.4687, 0.4703, 0.5572, 0.3839, 0.2609, 0.1270, 0.3238, 0.5210, 0.2971, 0.2766, 0.1984, 0.2572, 0.2539, 0.4533, 0.2780, 0.3394, 0.2826, 0.1919, 0.2768, 0.3657, -0.6523, -0.4464, -0.3973, -0.6670, -0.2933, 0.1075, 0.4526, 0.3982, 0.3823, 0.4049, 0.3897, 0.3423, -0.4568, -0.3391, -0.2282, -0.4827, -0.3483, -0.4018, 0.3645, 0.4068, 0.4019, 0.3576, 0.3650, 0.3618, -0.4347, -0.3706, -0.5785, -0.0041, -0.3694, -0.5494, 0.3755, 0.3653, 0.3542, 0.3898, 0.4437, 0.3856, -0.5487, -0.1506, -0.3630, -0.4554, -0.4079, -0.3724, 0.3422, 0.4655, 0.3986, 0.3586, 0.3663, 0.3712],
  "e_homo_ha": -0.40456,
  "total_charge": 1,
  "total_energy_ha": -2257.4995,
  "max_force_ha_per_bohr": 0.063
}



2.
{
  "formula": "C38H55N8OP2S",
  "method": "wB97M-V/def2-TZVPD",
  "species": ["C", "C", "C", "P", "C", "O", "C", "C", "P", "S", "H", "H", "H", "H", "H", "H", "H", "H", "H", "H", "H", "H", "H", "H", "H", "N", "C", "C", "C", "C", "H", "H", "H", "H", "H", "N", "C", "C", "C", "C", "H", "H", "H", "H", "H", "N", "C", "C", "C", "C", "H", "H", "H", "H", "H", "N", "C", "C", "C", "C", "H", "H", "H", "H", "H", "N", "C", "C", "C", "C", "H", "H", "H", "H", "H", "N", "C", "C", "C", "C", "H", "H", "H", "H", "H", "N", "C", "C", "C", "C", "H", "H", "H", "H", "H", "N", "C", "C", "C", "C", "H", "H", "H", "H", "H"],
  "positions_angstrom": [[1.276, 2.880, -4.617], [0.554, 1.759, -4.792], [-0.491, 1.244, -3.830], [0.255, 0.766, -2.221], [0.464, 2.299, -1.169], [1.705, 2.443, -0.569], [2.741, 2.835, -1.472], [2.908, 4.349, -1.592], [2.045, -0.508, -2.410], [1.721, -2.239, -1.580], [2.298, 2.873, -4.989], [0.918, 3.815, -4.193], [0.700, 1.189, -5.707], [-1.311, 1.935, -3.600], [-0.943, 0.336, -4.241], [-0.703, -0.041, -1.577], [0.186, 3.154, -1.802], [-0.286, 2.251, -0.373], [3.664, 2.386, -1.099], [2.582, 2.423, -2.481], [2.272, 4.786, -2.364], [3.939, 4.541, -1.903], [2.776, 4.851, -0.634], [2.255, -0.673, -3.800], [3.188, 0.135, -1.900], [0.476, -7.209, 0.708], [0.947, -6.344, -0.241], [0.574, -5.077, 0.125], [-0.142, -5.183, 1.348], [-0.182, -6.511, 1.683], [0.594, -8.205, 0.691], [1.497, -6.705, -1.093], [0.785, -4.174, -0.424], [-0.579, -4.378, 1.916], [-0.623, -7.016, 2.525], [0.997, 5.523, 3.810], [1.722, 5.063, 2.749], [0.869, 4.377, 1.924], [-0.424, 4.431, 2.516], [-0.311, 5.147, 3.678], [1.370, 6.056, 4.575], [2.778, 5.260, 2.674], [1.141, 3.892, 1.001], [-1.334, 3.996, 2.134], [-1.044, 5.418, 4.417], [1.987, 6.562, -5.601], [3.254, 7.070, -5.711], [3.387, 8.063, -4.779], [2.156, 8.157, -4.076], [1.311, 7.218, -4.605], [1.610, 5.825, -6.168], [3.945, 6.683, -6.440], [4.270, 8.659, -4.618], [1.918, 8.838, -3.277], [0.293, 6.963, -4.361], [-1.775, -6.405, -2.071], [-1.030, -6.790, -3.151], [-1.875, -6.931, -4.222], [-3.181, -6.613, -3.770], [-3.084, -6.292, -2.439], [-1.412, -6.231, -1.148], [0.033, -6.931, -3.066], [-1.587, -7.227, -5.217], [-4.087, -6.617, -4.355], [-3.832, -5.990, -1.724], [5.151, 2.596, 5.956], [4.853, 3.781, 6.573], [3.635, 4.201, 6.109], [3.178, 3.230, 5.175], [4.134, 2.252, 5.105], [5.988, 2.062, 6.104], [5.530, 4.221, 7.287], [3.128, 5.104, 6.408], [2.254, 3.247, 4.623], [4.179, 1.345, 4.527], [-6.730, -7.272, -2.856], [-6.865, -8.517, -3.409], [-8.192, -8.852, -3.364], [-8.888, -7.767, -2.767], [-7.959, -6.807, -2.468], [-5.861, -6.780, -2.754], [-6.009, -9.053, -3.781], [-8.619, -9.774, -3.722], [-9.946, -7.699, -2.581], [-8.071, -5.842, -2.010], [5.318, 2.403, 9.638], [6.616, 2.047, 9.888], [6.868, 2.282, 11.214], [5.675, 2.796, 11.786], [4.737, 2.857, 10.790], [4.861, 2.341, 8.746], [7.246, 1.658, 9.106], [7.804, 2.105, 11.717], [5.523, 3.088, 12.812], [3.711, 3.183, 10.801], [-6.843, -3.594, -2.590], [-6.354, -2.743, -3.542], [-6.666, -1.464, -3.161], [-7.367, -1.548, -1.928], [-7.458, -2.875, -1.602], [-6.765, -4.593, -2.614], [-5.832, -3.119, -4.405], [-6.422, -0.568, -3.707], [-7.761, -0.730, -1.349], [-7.908, -3.367, -0.756]],
  "forces_ev_per_angstrom": [[0.036, -0.401, -0.431], [0.004, 0.652, 0.345], [-0.451, -0.100, -0.585], [-0.616, 0.996, -0.181], [-0.066, 0.522, 0.314], [-0.070, -0.647, -0.580], [0.585, 0.586, -0.122], [0.348, -0.263, -0.181], [0.621, -2.533, 0.345], [-0.089, 0.869, -0.178], [-0.410, 0.596, -0.946], [0.215, -0.451, 1.042], [0.747, -0.691, 0.626], [0.090, 0.025, 0.059], [-0.110, 0.072, 0.122], [0.361, -0.098, -0.072], [0.131, -0.120, -0.110], [0.015, -0.203, -0.061], [-0.136, 0.028, 0.202], [-0.172, -0.115, 0.159], [-0.158, 0.089, 0.229], [-0.086, 0.032, -0.046], [-0.174, -0.053, -0.030], [-0.105, 0.796, 0.090], [-0.367, 0.579, -0.260], [0.021, 0.069, 0.021], [0.027, -0.088, -0.025], [-0.003, -0.022, -0.016], [-0.063, 0.002, 0.014], [-0.049, -0.047, -0.044], [0.023, -0.007, 0.014], [0.040, 0.026, 0.018], [-0.073, -0.187, 0.114], [0.014, -0.005, 0.014], [-0.004, 0.020, 0.006], [-0.040, 0.015, -0.094], [0.017, 0.102, -0.051], [-0.049, 0.041, -0.036], [-0.013, -0.016, -0.005], [0.010, -0.015, 0.053], [0.013, 0.007, 0.002], [0.005, -0.039, 0.014], [0.022, 0.066, 0.174], [-0.016, 0.017, 0.026], [-0.012, -0.016, -0.011], [0.017, -0.123, 0.073], [-0.004, -0.007, 0.022], [0.039, -0.050, -0.001], [-0.021, -0.044, 0.053], [-0.002, -0.070, 0.026], [-0.022, 0.071, -0.098], [-0.001, 0.042, -0.018], [-0.007, 0.011, -0.008], [-0.003, 0.011, -0.012], [-0.024, 0.071, -0.034], [-0.070, -0.004, -0.009], [-0.047, 0.004, 0.040], [0.083, 0.016, -0.008], [-0.133, 0.051, 0.039], [-0.035, -0.003, 0.012], [0.077, 0.057, -0.031], [0.000, -0.017, -0.024], [-0.007, -0.011, 0.005], [0.028, -0.006, -0.042], [0.022, 0.003, 0.022], [-0.074, -0.023, 0.037], [0.092, 0.057, 0.007], [-0.005, -0.019, -0.017], [0.006, -0.104, 0.008], [0.044, 0.029, 0.006], [0.026, 0.018, -0.027], [-0.005, 0.036, -0.023], [0.010, -0.011, 0.046], [-0.012, -0.037, 0.009], [-0.021, -0.002, 0.007], [-0.046, 0.085, -0.032], [-0.010, -0.029, 0.003], [0.058, -0.003, -0.024], [0.012, 0.018, -0.015], [0.035, -0.075, 0.034], [0.083, -0.136, 0.014], [-0.004, -0.008, 0.012], [-0.001, 0.001, -0.001], [0.003, 0.002, -0.002], [-0.159, -0.053, 0.102], [0.007, -0.058, 0.028], [-0.024, 0.032, -0.039], [0.042, -0.022, -0.032], [-0.050, 0.015, 0.003], [0.008, 0.017, -0.020], [-0.056, 0.011, 0.019], [0.021, -0.011, 0.026], [-0.003, -0.001, 0.001], [0.001, -0.003, 0.000], [0.005, 0.004, 0.015], [0.131, 0.185, 0.023], [0.027, -0.040, -0.007], [0.076, -0.010, -0.005], [0.006, -0.001, 0.059], [0.003, -0.044, -0.005], [-0.032, 0.068, -0.115], [-0.028, 0.006, -0.016], [-0.034, -0.001, -0.019], [-0.018, -0.007, -0.005], [-0.021, 0.022, -0.003]],
  "mulliken_charge": [-0.7419, -0.3628, -0.7944, 0.3085, -0.5385, -0.3821, 0.0138, -1.0541, 0.2341, -0.3232, 0.3179, 0.4172, 0.4116, 0.4688, 0.4307, 0.2598, 0.3708, 0.5777, 0.3637, 0.0186, 0.1171, 0.4319, 0.2185, 0.1319, 0.0980, 0.0824, -1.0724, 0.8051, -0.5761, -0.4889, 0.1889, 0.4805, -0.2494, 0.3845, 0.4087, 0.1249, -1.2748, 1.0530, -0.6144, -0.5597, 0.2054, 0.3562, -0.0858, 0.3853, 0.4094, 0.0264, -0.5198, -0.4219, -0.3621, -0.5865, 0.2136, 0.3987, 0.4197, 0.4295, 0.4103, 0.1799, -0.0934, -1.0047, -0.0792, -0.6420, 0.2073, 0.2524, 0.3957, 0.4787, 0.3495, 0.0650, -0.8875, -0.2871, -0.0409, -0.8814, 0.2120, 0.5114, 0.3700, 0.5216, 0.4014, 0.1088, -0.2824, -0.6248, -0.5356, -0.3809, 0.1859, 0.3987, 0.3999, 0.4064, 0.2759, 0.0484, -0.3358, -0.5088, -0.4353, -0.4578, 0.2299, 0.3276, 0.3866, 0.3879, 0.3727, 0.2028, -0.3895, -0.5937, -0.5212, -0.4107, 0.2199, 0.3757, 0.4085, 0.3976, 0.3506],
  "e_homo_ha": -0.34472,
  "total_charge": 1,
  "total_energy_ha": -3074.7319,
  "max_force_ha_per_bohr": 0.051
}